No. 1
ORCA calculation (the ωB97M-V functional and the def2-TZVPD basis) on a 2-piece molecular cluster, C4H8O2 overall.

XYZ file:
```
14
Properties=species:S:1:pos:R:3:nbo_charge:R:1
C -0.70 0.68 0.74 0.079
H -0.95 0.03 -1.87 0.488
O -0.88 1.38 -0.47 -0.736
H 1.28 -0.03 -0.83 0.206
H -0.67 -1.61 1.13 0.234
C -0.23 -0.72 0.69 -0.235
H 0.02 -1.11 -2.06 0.459
H 1.89 -1.26 0.39 0.220
C 0.64 0.33 1.28 -0.255
H -0.34 2.18 -0.46 0.484
H 1.03 0.43 2.29 0.230
C 1.14 -0.50 0.15 -0.410
O -0.75 -0.71 -2.47 -0.954
H -1.47 0.91 1.47 0.190
```

Values from the calculation:
Energy above the lowest of the compared OMol25 structures with the same formula, charge and spin (kJ/mol): 280.75
LUMO (eV): 0.80
Gap between HOMO and LUMO (eV): 10.8596
Highest occupied orbital energy (eV): -10.059

No. 2
ORCA calculation (the ωB97M-V functional and the def2-TZVPD basis) on C10H40BO23Y as an isolated structure in a non-equilibrium geometry.

XYZ file:
```
75
Properties=species:S:1:pos:R:3:lowdin_charge:R:1
H 1.14 -4.67 1.19 0.021
O 3.38 1.07 2.64 -0.049
H 3.38 -0.95 -2.67 0.091
H 2.40 -4.18 -1.96 0.084
H 0.92 0.16 3.84 -0.005
C 1.66 1.51 -3.80 -0.569
H 3.40 1.71 1.93 0.013
H 4.30 -0.52 0.37 0.001
H -3.89 -3.41 3.30 0.079
H -0.57 0.04 1.95 0.080
O -4.49 2.86 -0.05 0.394
O -4.27 -1.13 1.19 -0.033
O -6.41 2.14 -1.02 0.442
O -0.45 4.77 -0.04 0.222
O 1.02 0.23 -3.77 -0.388
H 3.14 2.68 -4.89 0.087
H -3.65 -1.32 1.90 0.000
H -0.06 2.77 -4.21 0.082
H 3.38 -2.36 -2.11 0.084
C -1.49 3.03 1.21 -0.322
H 2.27 -0.02 -0.60 0.051
H -1.20 -4.89 0.41 0.034
O -1.59 -0.89 -2.19 -0.079
B -3.11 2.64 -0.28 -0.964
H -1.33 -0.48 0.39 0.049
H -2.39 -1.36 -1.94 0.067
O -2.56 2.26 1.01 0.242
C -4.22 1.09 -1.44 -0.303
O 0.58 -2.05 -0.52 -0.369
O 2.98 2.99 0.64 -0.018
H 1.91 1.88 -5.92 0.084
H 0.83 0.88 -0.59 0.067
C -1.30 3.96 0.05 -0.368
C 0.68 -1.05 0.49 -0.512
C 2.51 1.80 -5.01 -0.070
O 1.59 -4.04 -2.45 -0.077
H -1.14 -3.61 -0.39 -0.022
O -2.36 3.78 -0.80 0.244
H 1.28 -4.93 -2.66 0.098
H 1.59 -3.30 0.73 -0.024
Y 0.52 -1.96 -3.01 1.843
H -1.30 1.01 4.56 -0.008
O -3.02 1.45 -1.12 0.276
O -0.76 1.65 5.02 -0.025
H 2.40 0.04 3.52 -0.040
H 2.16 2.91 0.15 0.038
H -2.84 -3.86 2.30 0.050
H -2.14 -0.59 4.17 -0.001
H -0.83 2.45 4.50 0.015
H 4.18 1.23 3.13 0.094
H 1.29 -1.44 1.30 0.117
H 1.20 3.70 -3.45 0.086
C 0.74 2.72 -3.47 -0.038
O -2.15 -1.36 4.75 -0.033
H -3.83 -1.43 0.40 0.015
O 1.71 -0.33 4.08 -0.051
H 0.33 2.50 -2.48 0.047
O -3.08 -3.13 2.87 -0.038
C 1.42 0.22 0.04 -0.044
H 2.41 1.43 -3.01 0.101
O 1.93 -4.14 1.05 -0.038
H 1.81 0.85 0.85 0.056
O -4.62 0.14 -2.17 0.165
O 4.51 -0.95 1.19 -0.046
H -1.69 -0.02 -1.80 0.045
H 4.02 -0.47 1.85 -0.015
O -1.74 -4.30 -0.12 -0.043
O 2.80 -1.65 -2.39 -0.091
C -5.17 2.06 -0.78 -0.172
H -1.18 -1.57 1.62 0.068
O -0.74 2.97 2.19 0.149
H -2.39 -2.09 4.17 -0.025
H 3.64 2.63 0.06 0.057
C -0.64 -0.74 1.19 -0.028
H 3.23 0.98 -5.14 0.067
```

Values from the calculation:
LUMO (alpha / beta) (eV): -5.25 / -8.95
Expectation value of S²: 0.76
Net charge: +1
Gap between HOMO and LUMO (alpha / beta) (eV): 6.4492 / 2.7468
Spin multiplicity: 2
Highest occupied orbital energy (alpha / beta) (eV): -11.701 / -11.700

No. 3
ORCA calculation (the ωB97M-V functional and the def2-TZVPD basis) on C16H25CrN5OS as an isolated structure.

XYZ file:
```
49
Properties=species:S:1:pos:R:3:nbo_charge:R:1
H 2.92 0.97 -3.34 0.211
C 2.53 2.64 1.81 -0.057
H -5.39 -3.59 -0.45 0.247
C 0.41 2.06 -3.49 -0.644
H 2.44 -0.73 -3.22 0.228
H 0.33 2.07 -4.58 0.253
H -0.96 0.60 -1.14 0.398
N 1.00 0.63 -1.53 -0.483
N 0.89 -0.54 2.99 -0.544
C -1.13 -1.71 2.54 0.403
H -2.30 -3.16 3.49 0.445
H 3.96 3.27 0.33 0.223
Cr 0.41 0.21 1.10 1.330
C -3.89 -2.13 -0.98 -0.178
C -0.28 -0.36 -3.39 -0.636
C -4.51 -3.05 -0.11 -0.170
C -2.77 -1.42 -0.60 -0.228
C 0.79 0.66 -3.02 0.103
H 3.23 2.34 2.59 0.188
H -2.32 -0.73 -1.30 0.196
H 1.61 2.99 2.28 0.200
H -0.10 -1.32 -2.91 0.228
N -2.13 -2.59 2.68 -0.471
O 2.14 1.45 1.04 -0.790
N -1.15 -1.11 1.36 -0.602
C 1.82 -0.31 3.89 -0.116
H 2.67 0.33 3.72 0.249
H -0.27 -0.52 -4.47 0.253
C -2.88 -2.57 1.51 0.090
N -0.14 1.07 -0.76 -0.712
H 1.73 1.31 -1.33 0.360
C -2.26 -1.65 0.68 0.166
H 2.38 4.10 0.22 0.224
C 3.13 3.69 0.91 -0.646
H 1.16 2.79 -3.21 0.215
C 0.16 -1.83 4.75 -0.391
H 2.08 0.20 -4.68 0.243
H -0.57 2.38 -3.11 0.203
H -4.31 -1.97 -1.96 0.241
H 3.52 4.50 1.51 0.260
C -0.06 -1.41 3.48 0.070
H -0.32 2.07 -0.87 0.389
H -4.47 -4.01 1.81 0.245
H 2.93 1.06 0.64 0.515
C -4.01 -3.30 1.15 -0.198
H -0.43 -2.50 5.36 0.279
H -1.29 0.00 -3.15 0.195
C 2.14 0.25 -3.59 -0.616
S 1.59 -1.12 5.35 0.630
```

Values from the calculation:
Energy above the lowest of the compared OMol25 structures with the same formula, charge and spin (kJ/mol): 10.27
LUMO (alpha / beta) (eV): -6.00 / -6.04
Expectation value of S²: 6.01
Net charge: +2
Gap between HOMO and LUMO (alpha / beta) (eV): 8.5391 / 8.5304
Spin multiplicity: 5
Highest occupied orbital energy (alpha / beta) (eV): -14.541 / -14.567

No. 4
ORCA calculation (the ωB97M-V functional and the def2-TZVPD basis) on C25H28N8OSeSiTc as an isolated structure.

XYZ file:
```
65
Properties=species:S:1:pos:R:3:nbo_charge:R:1
H -4.25 -3.82 0.24 0.239
N 1.00 -5.02 -6.14 -0.795
C -1.38 4.93 1.07 -0.156
H 2.11 4.47 -1.71 0.450
C -1.43 -2.17 2.27 -0.228
C -0.05 6.89 0.60 -0.129
C -6.52 -1.37 0.22 -1.119
H 1.72 2.26 -2.20 0.235
C 1.32 -2.90 -3.88 -0.228
H 1.35 -2.29 -0.33 0.215
C -3.62 -0.64 0.25 -0.851
C 1.10 2.76 -1.46 0.379
H -4.32 -1.28 3.59 0.231
C -0.70 2.76 0.02 0.370
C -0.46 -3.15 2.39 -0.095
C 0.58 -5.11 -4.87 0.630
C -1.13 -2.50 -2.78 0.052
H -3.33 -1.20 -0.65 0.211
C -5.09 -0.92 2.91 -1.127
H -1.79 6.86 1.86 0.248
H -5.05 0.17 2.90 0.244
H -2.23 -2.09 2.99 0.252
C -1.14 6.27 1.24 -0.172
C 0.55 4.81 -0.37 0.155
C 0.56 -3.21 1.45 -0.221
C -1.34 2.84 -3.26 0.009
C -0.52 4.17 0.25 -0.054
H -5.40 -4.01 1.56 0.264
H 1.64 6.64 -0.70 0.240
C -0.94 -3.61 -3.57 -0.190
H -3.71 -3.69 1.92 0.231
C 1.06 -1.82 -3.05 0.064
H 1.17 -5.87 -6.65 0.431
H -6.05 -1.19 3.35 0.269
H -1.74 -4.31 -3.73 0.266
Se -1.33 1.00 -3.47 0.102
H -7.31 -2.05 0.56 0.261
C -1.36 -1.27 1.22 0.251
N -1.61 2.05 0.64 -0.231
N -0.15 -1.62 -2.50 -0.510
H -0.49 -3.86 3.20 0.253
N -1.63 0.82 0.19 -0.183
N -0.37 -1.33 0.32 -0.517
C -4.52 -3.45 1.23 -1.121
Si -4.96 -1.63 1.19 1.632
C 0.57 -2.28 0.42 0.064
H 2.32 -3.02 -4.29 0.259
H 1.02 -4.14 -6.64 0.407
C 0.31 -3.82 -4.14 -0.005
H 0.13 7.94 0.75 0.249
C -2.37 -0.17 0.99 -0.108
N 1.36 4.02 -1.21 -0.459
N -1.28 3.98 -3.13 -0.333
H -6.37 -1.54 -0.84 0.245
H 1.83 -1.11 -2.81 0.215
H -4.13 0.26 -0.11 0.259
H -2.63 0.31 1.94 0.258
C 0.80 6.16 -0.20 -0.211
H -2.21 4.44 1.55 0.250
H -2.10 -2.30 -2.32 0.221
H 1.34 -3.95 1.50 0.256
H -6.89 -0.35 0.35 0.251
N 0.13 2.09 -0.87 -0.538
Tc -0.52 0.15 -1.30 1.012
O 0.42 -6.14 -4.25 -0.548
```

Values from the calculation:
Energy above the lowest of the compared OMol25 structures with the same formula, charge and spin (kJ/mol): 75.25
LUMO (alpha / beta) (eV): -6.84 / -7.34
Expectation value of S²: 3.80
Net charge: +2
Gap between HOMO and LUMO (alpha / beta) (eV): 6.6140 / 7.0560
Spin multiplicity: 4
Highest occupied orbital energy (alpha / beta) (eV): -13.455 / -14.400

No. 5
ORCA calculation (the ωB97M-V functional and the def2-TZVPD basis) on a 6-piece molecular cluster, C47H49ClF2N2OSi overall in a non-equilibrium geometry.

XYZ file:
```
103
Properties=species:S:1:pos:R:3:lowdin_charge:R:1
H 9.62 -5.25 1.47 0.099
C -1.50 0.43 4.16 -0.091
H -8.92 4.09 1.04 0.100
C -9.84 5.70 2.12 -0.100
C -1.11 -5.42 0.78 -0.097
H -0.26 -2.45 1.51 0.026
H 1.26 2.07 2.11 0.034
C 7.88 -5.30 -1.97 -0.095
H 2.88 -0.79 -3.52 0.099
H 4.30 -4.97 -1.29 0.103
C 8.10 -4.37 0.23 -0.094
Cl -4.50 6.47 -0.12 0.632
C 4.45 5.38 -2.80 -0.101
H -0.02 -7.15 1.44 0.100
H -4.22 -7.70 0.82 0.099
H 5.21 5.44 -4.81 0.099
C 0.14 -1.35 4.11 -0.109
C 3.98 -4.06 -1.78 -0.114
H 1.43 -1.89 1.22 0.025
H -1.47 4.26 -2.36 0.155
H -2.50 0.69 6.03 0.103
H 2.84 -0.95 -1.06 0.091
H 7.39 -5.31 -2.94 0.098
H -2.46 -0.40 0.99 0.091
H 3.63 3.74 -5.65 0.100
C -7.47 5.27 2.10 -0.100
C 7.47 -4.39 -1.00 -0.097
C -9.63 6.79 2.96 -0.101
C -4.17 4.72 -0.47 -0.760
N -1.05 3.61 0.63 0.233
H -3.37 5.39 -2.32 0.107
H 3.55 -3.04 0.06 0.097
C -2.17 3.66 -1.76 -0.192
C 3.54 4.80 -1.94 -0.098
N -0.01 1.81 -3.79 0.208
H -2.19 1.36 1.10 0.054
H 2.23 0.78 1.32 0.031
C -1.10 -0.94 6.14 -0.093
C 4.49 4.99 -4.14 -0.100
C -0.54 -0.31 3.47 -0.252
C 3.99 -3.97 -3.17 -0.097
H 6.67 -3.70 -1.21 0.086
H -1.43 -0.63 -1.14 0.115
H 1.10 1.71 0.36 0.002
C -8.76 4.94 1.69 -0.095
O -4.48 3.94 0.36 0.066
H 0.90 -1.94 3.59 0.094
H -2.04 1.25 3.68 0.104
C 3.17 -1.80 -1.65 -0.098
H 5.14 6.13 -2.44 0.099
H 3.51 5.10 -0.90 0.100
H -4.30 3.90 -2.44 0.135
H -2.01 -8.61 1.46 0.099
H 0.16 -1.79 -0.11 0.026
H -10.84 5.45 1.80 0.099
C -8.34 7.11 3.37 -0.098
C -2.11 -7.57 1.17 -0.099
C -0.99 -6.75 1.15 -0.095
H 1.99 2.71 -4.11 0.043
C 2.65 3.84 -2.41 -0.100
C -7.26 6.35 2.94 -0.097
H 9.21 -6.91 -2.46 0.099
C 9.53 -6.18 -0.46 -0.100
Si -0.12 -0.02 1.63 0.615
C 3.60 -2.79 -3.79 -0.092
C -1.52 0.41 -0.80 -0.131
C -1.60 3.61 -0.39 -0.152
H -3.07 2.37 -3.23 0.155
H 0.41 -2.48 5.91 0.103
H -0.57 0.96 -0.94 0.091
C -0.13 -1.66 5.44 -0.091
H 1.94 3.38 -1.73 0.083
C 0.38 -1.74 0.96 -0.167
C 2.68 3.46 -3.74 -0.107
H -1.34 -1.20 7.17 0.104
H -0.24 -4.78 0.77 0.087
C -3.35 -7.06 0.81 -0.099
C -3.54 4.42 -1.84 -0.101
H -8.18 7.96 4.03 0.099
H -4.43 -5.34 0.14 0.100
H -2.44 -3.88 0.11 0.094
C -1.03 1.98 -3.29 -0.119
C -2.26 2.27 -2.48 -0.152
H -6.63 4.68 1.76 0.080
H 3.61 -2.72 -4.87 0.101
H -6.26 6.60 3.26 0.100
C 3.60 4.03 -4.61 -0.093
C -3.47 -5.74 0.42 -0.097
H 4.31 -4.82 -3.76 0.100
C -1.76 0.41 0.76 -0.229
H 10.33 -6.88 -0.25 0.099
C -2.66 1.07 -1.59 -0.480
H 7.79 -3.66 0.99 0.100
C -1.75 0.10 5.49 -0.098
C 3.57 -2.97 -1.02 -0.101
C 8.90 -6.20 -1.70 -0.098
C 9.13 -5.27 0.50 -0.099
C 1.24 1.27 1.37 -0.172
H -10.47 7.39 3.29 0.099
F -3.13 0.11 -2.48 0.061
C 3.19 -1.71 -3.03 -0.089
C -2.35 -4.91 0.41 -0.096
F -3.74 1.38 -0.83 0.112
```

Values from the calculation:
Energy above the lowest of the compared OMol25 structures with the same formula, charge and spin (kJ/mol): 51.55
LUMO (eV): -0.02
Gap between HOMO and LUMO (eV): 9.2054
Highest occupied orbital energy (eV): -9.227